(1)
{"formula": "C8H32O12", "method": "ωB97M-V/def2-TZVPD", "symbols": ["C", "C", "C", "C", "C", "C", "C", "C", "H", "H", "H", "H", "H", "H", "H", "H", "H", "H", "O", "H", "H", "O", "H", "H", "O", "H", "H", "O", "H", "H", "O", "H", "H", "O", "H", "H", "O", "H", "H", "O", "H", "H", "O", "H", "H", "O", "H", "H", "O", "H", "H", "O"], "coordinates": [[2.63150, -0.19117, -0.58739], [3.59460, -0.88951, -1.16659], [2.76490, -1.29987, 1.63980], [2.07745, -0.43490, 0.76210], [0.88382, 0.20271, 1.18236], [0.31866, -0.10831, 2.40100], [0.96017, -1.02244, 3.22234], [2.15906, -1.60792, 2.82952], [2.23740, 0.67071, -1.13322], [4.10227, -0.65619, -2.09400], [4.12556, -1.72140, -0.71174], [3.54908, -1.87685, 1.16851], [0.59346, 0.66162, 0.23033], [-0.60249, 0.31037, 2.78683], [0.59352, -1.26172, 4.21473], [2.65419, -2.25234, 3.53910], [-4.67343, 0.84039, -0.21271], [-4.05737, -0.38676, 0.61328], [-4.59701, 0.41347, 0.63369], [-4.05808, -1.38272, -1.92586], [-2.95931, -0.84648, -1.00519], [-3.77054, -1.36973, -1.00888], [2.47317, 2.21635, -2.89596], [2.26235, 3.55418, -2.05060], [2.51454, 2.63161, -2.06116], [-1.70996, -1.24687, -2.91685], [-2.16294, 0.12031, -2.61597], [-2.38636, -0.60411, -3.18349], [-1.62095, 0.91089, -0.71073], [-2.56750, 2.10142, -1.07724], [-2.43263, 1.15329, -1.15385], [-3.64191, -0.24518, 3.40218], [-4.03043, 0.82189, 2.39357], [-3.54527, 0.69245, 3.23035], [-0.27997, -1.12305, -0.86056], [0.69556, -1.00598, -2.21396], [-0.16877, -1.09819, -1.81440], [-0.63571, -0.96855, -4.99298], [-0.71043, 0.47111, -4.69644], [-0.08129, -0.18940, -4.99800], [2.05573, -3.50271, 1.76466], [1.72221, -3.53259, 0.26371], [1.69280, -4.06100, 1.06281], [3.45424, 3.76643, 0.28593], [2.70708, 3.10653, 1.46493], [2.80568, 3.93227, 0.97729], [-0.88095, -1.63479, 1.49868], [-1.85887, -2.41572, 0.50021], [-1.14462, -1.79108, 0.58590], [-0.48140, 3.85360, 0.13096], [0.92317, 4.04246, 0.84343], [-0.02940, 4.15460, 0.90958]], "e_tot_ha": -1226.83946, "e_above_lowest_kj_mol": 0.0, "charge": 0, "fmax_ev_per_a": 3.3, "mol_weight_g_mol": 320.3}

(2)
{"formula": "C8H34BF4N2O8", "method": "ωB97M-V/def2-TZVPD", "symbols": ["B", "F", "F", "F", "F", "C", "C", "C", "O", "C", "N", "H", "H", "H", "H", "H", "H", "H", "H", "H", "H", "H", "C", "C", "C", "O", "C", "N", "H", "H", "H", "H", "H", "H", "H", "H", "H", "H", "H", "O", "H", "H", "O", "H", "H", "O", "H", "H", "O", "H", "H", "O", "H", "H", "O", "H", "H"], "coordinates": [[1.12469, 1.80018, -23.32086], [-0.20191, 1.77943, -23.54721], [1.74698, 1.93925, -24.54589], [1.60082, 2.84889, -22.47960], [1.57164, 0.58530, -22.73379], [2.09846, -2.39700, -19.20351], [0.95810, -1.52312, -19.63532], [-0.21958, -2.41114, -20.03795], [-1.38312, -1.58418, -20.32659], [-1.20230, -0.79614, -21.52317], [0.63763, -0.86887, -18.35232], [2.47950, -2.98393, -20.03922], [1.71902, -3.11091, -18.47244], [2.95621, -1.85374, -18.80696], [1.30456, -0.79175, -20.36550], [-0.48194, -3.07967, -19.21799], [-0.13622, -3.11833, -20.86321], [-0.89121, -1.39849, -22.37669], [-0.48903, 0.02642, -21.47079], [-2.20026, -0.39513, -21.70027], [0.42723, -1.63182, -17.72484], [-0.25612, -0.47399, -18.60805], [4.87057, 3.55447, -23.15943], [4.89813, 2.16672, -22.56511], [4.46977, 2.01367, -20.99434], [3.89180, 0.73033, -20.65407], [4.88721, -0.26284, -20.38351], [4.14770, 1.25053, -23.39757], [5.61308, 4.23517, -22.74297], [3.95417, 4.10309, -22.94188], [4.87757, 3.46291, -24.24556], [5.91400, 1.80895, -22.73272], [3.60742, 2.65832, -20.82438], [5.30047, 2.32841, -20.36269], [4.64232, -1.29312, -20.12532], [5.50016, 0.10904, -19.56247], [5.63061, -0.35542, -21.17526], [3.27122, 1.71592, -23.58548], [3.86035, 0.54665, -22.73268], [1.83057, -0.91162, -25.18354], [1.52783, -0.61564, -24.32508], [2.35839, -0.18533, -25.51541], [-1.24363, -0.03134, -25.42990], [-1.23060, 0.49402, -24.62987], [-0.47034, -0.59138, -25.36187], [0.95637, 4.66791, -24.81074], [0.41625, 5.02609, -24.10632], [1.24688, 3.81732, -24.48161], [0.50395, 2.04144, -27.18319], [1.00779, 1.29320, -27.50337], [1.14876, 2.59317, -26.74042], [4.47206, 0.45021, -25.96748], [4.23350, 1.37143, -26.07075], [4.43900, 0.29816, -25.02301], [-2.19676, 2.79408, -21.65562], [-2.13244, 3.62260, -21.18061], [-1.32505, 2.40592, -21.58023]], "e_tot_ha": -1461.21289, "charge": -1, "fmax_ev_per_a": 2.1, "mol_weight_g_mol": 373.2}

(3)
{"formula": "C8H34N2O8", "method": "ωB97M-V/def2-TZVPD", "symbols": ["C", "O", "C", "C", "C", "N", "H", "H", "H", "H", "H", "H", "H", "H", "H", "H", "H", "C", "O", "C", "C", "C", "N", "H", "H", "H", "H", "H", "H", "H", "H", "H", "H", "H", "O", "H", "H", "O", "H", "H", "O", "H", "H", "O", "H", "H", "O", "H", "H", "O", "H", "H"], "coordinates": [[-3.70174, 5.51128, 2.95336], [-3.15292, 4.32946, 2.41797], [-3.45695, 4.09086, 1.06056], [-2.89893, 2.73443, 0.70059], [-3.22324, 2.38343, -0.74457], [-3.42802, 1.66553, 1.56735], [-3.59711, 5.50442, 4.03531], [-4.79083, 5.54209, 2.81607], [-3.22694, 6.35739, 2.45550], [-4.54798, 4.15359, 0.91052], [-3.07683, 4.93000, 0.46023], [-1.82644, 2.79584, 0.91123], [-4.32385, 2.35429, -0.80459], [-2.80583, 1.47219, -1.15249], [-3.11644, 3.25408, -1.40057], [-3.30566, 1.91069, 2.54336], [-4.42016, 1.57340, 1.36802], [1.95855, -2.70434, 0.19440], [3.35283, -2.62602, 0.02576], [4.08819, -3.25172, 1.05263], [5.55165, -3.41589, 0.63559], [6.25605, -2.09154, 0.41227], [5.61545, -4.21412, -0.60440], [1.52856, -1.83844, -0.30630], [1.68682, -2.59969, 1.25417], [1.51978, -3.62196, -0.19577], [4.00155, -2.61420, 1.94763], [3.68579, -4.22135, 1.36501], [6.01828, -3.95459, 1.46486], [5.74001, -1.50994, -0.35436], [7.30878, -2.18617, 0.16941], [6.11401, -1.51090, 1.33207], [4.91009, -3.81928, -1.22009], [5.39673, -5.18757, -0.43446], [-2.13781, -0.71878, 0.62247], [-1.47027, -0.75337, 1.31565], [-2.61999, 0.13424, 0.77505], [1.88065, 0.90840, -0.40638], [2.32450, 1.58185, 0.12066], [1.44743, 0.33657, 0.23956], [-2.42733, 0.93682, -4.06194], [-1.54236, 0.57917, -3.89826], [-2.27830, 1.86239, -4.27911], [-0.09442, -2.82847, -2.71064], [0.01423, -1.88925, -2.92107], [-0.90508, -2.84735, -2.15398], [-0.11517, 0.02990, -2.23668], [-0.69239, -0.34111, -1.55339], [0.69542, 0.28764, -1.76332], [-2.50686, -2.52313, -1.39465], [-3.11910, -1.99328, -1.91778], [-2.28640, -1.95748, -0.61244]], "e_tot_ha": -1036.59579, "e_above_lowest_kj_mol": 55.9, "smiles": "COC[C@H](C)N.COC[C@H](C)N.O.O.O.O.O.O", "charge": 0, "fmax_ev_per_a": 1.8, "mol_weight_g_mol": 286.4}

(4)
{"formula": "C8H37N2O10", "method": "ωB97M-V/def2-TZVPD", "symbols": ["N", "H", "H", "H", "H", "C", "C", "C", "O", "C", "N", "H", "H", "H", "H", "H", "H", "H", "H", "H", "H", "H", "O", "H", "H", "O", "H", "H", "O", "H", "H", "O", "H", "H", "O", "H", "H", "C", "C", "O", "O", "H", "H", "H", "H", "H", "H", "C", "C", "O", "O", "H", "H", "H", "H", "H", "H"], "coordinates": [[-0.24935, -0.37584, 0.42096], [0.35904, -1.07246, 0.01516], [-1.14629, -0.28980, -0.03534], [0.27835, 0.46515, 0.23557], [-0.48165, -0.44706, 1.40130], [2.26066, 1.95908, 2.02219], [0.89478, 2.61175, 1.56131], [1.05569, 4.14829, 1.61206], [0.00747, 4.80070, 0.89247], [0.11125, 6.15814, 0.76787], [0.71924, 2.16723, 0.18575], [2.20370, 0.87074, 2.04136], [2.53157, 2.14057, 3.06228], [3.04332, 2.28986, 1.33946], [0.03217, 2.40660, 2.19529], [2.01448, 4.49568, 1.22716], [1.02532, 4.44527, 2.66038], [-0.63495, 6.50484, 0.05297], [1.12791, 6.37130, 0.43764], [-0.03266, 6.65757, 1.72598], [1.52011, 2.53922, -0.30449], [0.00050, 2.77012, -0.18847], [-2.13093, 0.05001, -1.53005], [-1.99807, 0.84604, -2.04477], [-2.24328, -0.64153, -2.18226], [-0.39186, -0.46463, 2.99540], [0.17198, -0.91712, 3.62276], [-1.23588, -0.39104, 3.44086], [-4.34234, 0.47431, 0.26424], [-3.65340, 0.30266, -0.37774], [-5.04655, 0.87936, -0.24196], [-0.09687, -3.11443, -0.89554], [0.69948, -3.19276, -0.37026], [-0.12551, -3.92127, -1.40976], [2.37387, -2.98667, 0.44919], [2.82385, -2.22410, 0.08554], [3.01458, -3.38506, 1.03827], [1.75539, -0.92089, -2.84682], [2.81328, -0.67332, -3.93629], [2.75418, 0.72206, -4.50385], [1.93912, 0.02531, -1.83088], [1.81671, -1.96805, -2.55051], [0.73270, -0.76919, -3.19207], [2.76781, -1.36799, -4.77503], [3.77707, -0.73561, -3.43099], [3.23417, 0.74139, -5.33501], [2.06354, 0.83712, -2.32794], [-3.00079, -2.99656, 0.83646], [-3.32843, -4.47757, 1.05004], [-2.65814, -5.34132, 0.20001], [-1.67876, -2.74143, 1.27914], [-3.71823, -2.40612, 1.40634], [-3.12555, -2.87875, -0.23995], [-4.37616, -4.63303, 0.79277], [-3.20620, -4.75979, 2.09575], [-1.80993, -5.49958, 0.62083], [-1.21151, -3.08741, 0.51521]], "e_tot_ha": -1188.20347, "charge": 2, "fmax_ev_per_a": 2.3, "mol_weight_g_mol": 321.4, "multiplicity": 2}

(5)
{"formula": "C8H3Cu4F13N2O14S4", "method": "ωB97M-V/def2-TZVPD", "symbols": ["Cu", "Cu", "Cu", "Cu", "C", "F", "F", "F", "S", "O", "O", "N", "S", "O", "O", "C", "F", "F", "F", "C", "F", "F", "F", "S", "O", "O", "N", "S", "O", "O", "C", "F", "F", "F", "C", "O", "O", "O", "C", "C", "O", "C", "O", "O", "F", "H", "H", "H"], "coordinates": [[1.49333, -0.84010, -1.97012], [2.24643, 4.06594, -4.60553], [-1.66725, 3.43280, -1.54548], [-2.09119, 5.21120, -5.64040], [3.85268, 2.03941, 1.35734], [4.23466, 1.42542, 2.45869], [2.52080, 1.99471, 1.24737], [4.11171, 3.33879, 1.46724], [4.65246, 1.33424, -0.26615], [4.14471, 2.15472, -1.37359], [6.08097, 1.51489, -0.06393], [3.99686, -0.31899, -0.33689], [5.19705, -1.07162, 0.35504], [6.35145, -1.35364, -0.50137], [5.51617, -0.60428, 1.68561], [4.51765, -2.89688, 0.56183], [4.99407, -3.52229, 1.63275], [3.16144, -2.80109, 0.68644], [4.89115, -3.54479, -0.50594], [-3.89448, 0.23530, 0.84642], [-3.95785, -1.05828, 1.17472], [-3.83513, 0.30806, -0.48014], [-4.90740, 0.95768, 1.30748], [-2.28248, 1.04191, 1.61160], [-2.48900, 0.69682, 3.00403], [-1.11875, 0.39334, 0.96434], [-2.38124, 2.78374, 1.22015], [-2.65022, 3.49310, 2.62173], [-3.84407, 3.02924, 3.37945], [-1.39582, 3.70653, 3.37442], [-2.96975, 5.26724, 1.93545], [-1.86946, 5.79800, 1.42388], [-4.01005, 5.20069, 1.12011], [-3.37243, 5.96548, 2.95409], [-0.22348, 1.27464, -4.32285], [-0.67104, 2.34706, -4.81995], [-0.62608, 1.03715, -3.14464], [0.99522, 1.30514, -4.26151], [-2.27426, -5.59380, 0.52268], [-2.86532, -6.00489, -0.82227], [-2.29612, -5.18308, -1.75784], [-1.60777, -4.27056, -1.21326], [-1.00894, -3.45135, -1.97448], [-1.48562, -4.39137, 0.14470], [-4.14854, -5.86736, -0.63922], [-1.41631, -6.15419, 0.89413], [-2.98864, -5.37934, 1.31751], [-2.61001, -7.04523, -1.02378]], "e_tot_ha": -10920.05768, "charge": 4, "fmax_ev_per_a": 8.6, "mol_weight_g_mol": 980.5, "multiplicity": 5}

(6)
{"formula": "C8H4BF14NO2", "method": "ωB97M-V/def2-TZVPD", "symbols": ["O", "N", "O", "B", "C", "C", "C", "F", "F", "C", "F", "F", "C", "F", "F", "C", "F", "F", "F", "C", "F", "F", "C", "F", "F", "F", "H", "H", "H", "H"], "coordinates": [[2.26700, 1.91045, 3.28946], [2.03534, 1.33169, 2.32685], [1.66254, 2.25381, 1.24455], [1.36182, 1.77120, -0.01731], [-0.07427, 1.89204, -0.60194], [-1.19017, 1.60297, 0.42777], [-2.14133, 0.50665, 0.00163], [-3.29351, 0.60226, 0.70708], [-2.47839, 0.61711, -1.30804], [-1.56348, -0.91702, 0.26249], [-0.26437, -0.92380, -0.12278], [-1.60023, -1.12548, 1.58910], [-2.27876, -2.09286, -0.45701], [-3.58416, -2.05613, -0.14763], [-2.12716, -1.95214, -1.78321], [-1.75382, -3.51463, -0.10148], [-1.77812, -3.73597, 1.21259], [-2.52785, -4.41707, -0.69897], [-0.50188, -3.66821, -0.53307], [2.61141, 1.26800, -0.92101], [3.43907, 2.33556, -1.12144], [2.19752, 0.84160, -2.14526], [3.45330, 0.13083, -0.31647], [2.62258, -0.82001, 0.13773], [4.17537, 0.57605, 0.71311], [4.27313, -0.41422, -1.19890], [-0.17225, 2.93161, -0.94967], [-0.16891, 1.27316, -1.49566], [-1.81302, 2.48359, 0.60420], [-0.78741, 1.30896, 1.40328]], "e_tot_ha": -1935.45908, "e_above_lowest_kj_mol": 0.0, "smiles": "O=NOB(CCC(F)(F)C(F)(F)C(F)(F)C(F)(F)F)C(F)(F)C(F)(F)F", "charge": 0, "fmax_ev_per_a": 0.5, "mol_weight_g_mol": 422.9}